1.
A cluster of 3 separate species, C33H64ClN3O14P in total. Source: OMol25; level of theory: ωB97M-V/def2-TZVPD.

Geometry as XYZ:
```
116
Properties=species:S:1:pos:R:3:forces:R:3
C 3.01507 -3.59817 5.33960 -0.1 0.0 -0.1
C 1.50554 -3.72643 5.38102 0.2 0.2 0.2
O 1.08397 -5.00280 4.84552 -0.1 0.1 -0.1
P 0.50672 -5.05074 3.37195 0.2 0.1 -0.2
O 1.32212 -4.33196 2.35810 -0.2 -0.1 0.1
C -1.17830 -4.42943 3.39693 -0.1 -0.1 -0.2
C -1.82365 -4.70762 2.01608 -0.2 -0.2 0.1
C -2.63920 -3.53661 1.42968 0.0 0.2 0.2
N -1.93619 -2.69189 0.48162 -0.1 0.3 -0.1
C -0.79624 -2.00104 1.03257 -0.2 0.0 -0.1
C 0.18959 -1.35236 0.03506 0.3 -0.2 0.7
C 0.85833 -0.20721 0.81371 -0.1 0.3 0.0
C 1.45643 -0.61491 2.17401 0.1 0.3 -0.1
C 2.38855 0.48505 2.71564 -0.1 0.1 0.1
O 3.61450 -0.12681 3.09131 0.0 0.1 0.0
C 1.19193 -2.44590 -0.41391 -0.4 -0.2 -0.3
C 2.55956 -2.15506 -0.99733 -0.5 0.3 1.4
O 2.84785 -2.45785 -2.09168 0.5 -0.4 -1.8
Cl 3.77422 -1.53608 0.08666 0.3 0.1 0.3
N -0.59758 -0.83155 -1.20226 -0.1 0.2 -0.2
C -1.50044 0.36554 -0.92646 -0.3 0.2 0.0
C -2.77211 0.16426 -0.11700 -0.2 0.2 0.1
C -3.54048 1.52008 -0.10771 0.0 -0.1 -0.1
C -3.83431 1.91850 1.31441 0.5 0.3 -0.4
O -4.88881 1.83284 1.84948 -0.7 -0.3 0.5
O -2.71506 2.38025 1.94694 0.5 -0.7 0.0
C 0.28861 -0.40695 -2.36803 0.0 -0.1 -0.5
C 1.03106 0.93238 -2.23971 0.3 -1.2 0.0
O 0.44548 1.95394 -2.42855 -0.6 1.0 0.3
N 2.38815 0.81497 -1.93725 -0.1 0.7 -0.2
C 3.15158 0.43682 -3.15026 0.3 -0.3 0.3
C 2.91931 2.06000 -1.36444 0.5 0.1 0.0
C -1.45193 -1.93389 -1.82193 0.1 -0.2 -0.2
C -2.02254 -3.03957 -0.91101 0.0 -0.4 -0.1
C -1.46342 -4.43750 -1.28231 0.2 0.1 0.3
O 0.32433 -6.60012 3.12495 0.1 0.1 -0.1
C 1.21840 -7.32036 2.23765 0.0 -0.3 -0.1
C 2.61106 -7.49821 2.81926 0.1 0.0 0.1
H 3.30824 -2.64155 5.78240 0.0 -0.1 0.0
H 3.48280 -4.41579 5.89261 0.0 0.1 0.0
H 3.36490 -3.61732 4.30386 0.0 0.0 0.1
H 1.04458 -2.90508 4.81849 0.0 -0.1 0.0
H 1.12971 -3.68792 6.40637 0.0 -0.1 -0.1
H -1.12874 -3.35251 3.59401 0.0 -0.1 0.1
H -1.75328 -4.89395 4.20140 0.1 0.1 0.0
H -2.48580 -5.57153 2.12832 0.1 0.1 -0.1
H -1.05229 -5.00762 1.30169 -0.1 0.1 0.0
H -2.97853 -2.89923 2.26115 0.0 -0.1 -0.1
H -3.55306 -3.90542 0.95169 0.2 0.0 -0.1
H -1.17232 -1.20092 1.68749 0.0 -0.1 0.0
H -0.19509 -2.65941 1.67006 0.1 0.1 -0.1
H 1.63339 0.27091 0.21791 0.0 -0.1 0.0
H 0.10310 0.55299 1.04045 0.1 0.0 -0.1
H 2.05114 -1.52689 2.10292 -0.2 0.0 0.1
H 0.64682 -0.75252 2.89545 0.1 -0.3 -0.1
H 1.92680 0.97651 3.58266 0.1 -0.1 -0.1
H 2.55180 1.26988 1.96095 0.1 -0.2 0.0
H 4.18171 0.53289 3.51132 -0.1 -0.1 -0.1
H 0.72697 -3.03391 -1.21086 0.0 0.0 0.2
H 1.34208 -3.14122 0.42312 0.1 0.2 0.0
H -1.78225 0.73641 -1.91694 0.1 -0.1 0.1
H -0.90835 1.16246 -0.48267 0.1 -0.2 0.0
H -2.56575 -0.13590 0.90770 0.1 0.0 -0.1
H -3.42945 -0.59509 -0.54186 0.2 0.0 0.0
H -2.93155 2.30096 -0.57275 -0.2 0.0 0.0
H -4.49020 1.42348 -0.63643 0.2 0.2 0.0
H -2.73478 2.08781 2.87229 -0.3 0.5 0.0
H -0.39840 -0.29419 -3.21227 0.1 0.0 0.2
H 0.97208 -1.21847 -2.60773 -0.1 0.0 0.2
H 3.02266 1.18892 -3.93742 0.0 -0.1 0.0
H 2.85773 -0.55169 -3.50505 0.0 0.1 0.0
H 4.20941 0.38940 -2.88087 -0.2 0.0 0.0
H 3.13093 2.81431 -2.13092 -0.1 -0.1 0.1
H 3.86309 1.83129 -0.85823 -0.1 0.0 -0.1
H 2.22633 2.48795 -0.63788 0.0 -0.1 -0.1
H -2.25536 -1.41100 -2.34496 0.1 0.0 0.1
H -0.83568 -2.40452 -2.58983 0.0 0.1 0.1
H -3.09567 -3.09326 -1.14737 0.1 0.1 0.0
H -0.53369 -4.63793 -0.74047 -0.1 0.0 -0.2
H -2.17768 -5.20451 -0.97430 0.1 0.0 -0.1
H -1.26621 -4.53316 -2.35321 -0.2 -0.1 0.1
H 0.73468 -8.28941 2.10499 0.0 0.1 0.0
H 1.23873 -6.82177 1.26374 0.0 0.1 0.2
H 2.94152 -6.60638 3.35691 0.0 0.0 -0.1
H 3.33066 -7.68605 2.01685 -0.1 0.0 0.1
H 2.64556 -8.34209 3.51345 0.0 0.1 0.0
C 7.37877 7.92458 -1.24756 -0.1 0.0 -0.1
C 6.46059 7.87152 -0.04783 0.2 0.0 0.1
O 5.07165 7.86831 -0.43495 0.0 0.0 -0.1
C 4.59649 6.70751 -0.86322 0.0 0.0 0.1
O 5.19283 5.65957 -0.91845 0.0 0.1 0.0
O 3.31749 6.88019 -1.21527 0.1 0.0 0.0
C 2.70574 5.70835 -1.75032 -0.1 0.0 0.0
H 7.13248 8.78026 -1.87661 0.0 0.0 0.0
H 8.41269 8.02206 -0.91703 0.0 0.0 0.0
H 7.29225 7.01914 -1.84655 0.0 0.0 0.0
H 6.56625 8.76467 0.56390 -0.1 0.0 0.0
H 6.66130 7.00098 0.57572 0.0 0.0 -0.1
H 2.83762 4.87014 -1.07059 0.0 0.0 0.0
H 3.13316 5.46518 -2.72287 0.0 0.0 0.0
H 1.64953 5.93543 -1.86186 0.0 0.1 0.0
C -5.85240 5.01212 -5.56602 0.0 0.0 0.1
C -6.20624 3.56208 -5.32500 0.0 0.0 -0.2
O -6.02348 3.18468 -3.94495 0.0 0.0 0.1
C -6.99601 3.57972 -3.11979 0.0 0.0 0.0
O -7.99581 4.17063 -3.42901 0.1 0.0 0.0
O -6.67345 3.18971 -1.88364 0.1 0.0 0.0
C -7.60616 3.59143 -0.86948 0.0 -0.1 0.1
H -4.83768 5.21911 -5.22372 0.0 0.0 -0.1
H -5.91268 5.23550 -6.63105 0.0 0.0 0.0
H -6.53671 5.67305 -5.03675 0.0 0.0 0.0
H -5.53975 2.90148 -5.87650 0.0 0.0 0.1
H -7.23074 3.34413 -5.62363 0.0 0.0 0.1
H -8.61520 3.28357 -1.13238 0.0 0.0 0.0
H -7.57386 4.67101 -0.73511 0.0 0.0 0.0
H -7.28403 3.09238 0.04004 0.0 0.0 0.0
```
Forces are in eV/Å.

Net charge: +1
HOMO-LUMO gap (eV): 9.233
Energy (hartree): -3314.87337

***

2.
A cluster of 3 separate species, C33H64ClO7P in total. Source: OMol25; level of theory: ωB97M-V/def2-TZVPD.

Geometry as XYZ:
```
106
Properties=species:S:1:pos:R:3:forces:R:3
C -8.56647 1.75333 0.40107 0.2 0.4 -0.9
C -8.82641 3.25195 0.09782 0.5 -0.1 0.7
C -7.59148 4.16209 0.29381 -0.1 0.5 -0.7
C -6.73028 4.31809 -0.97652 -0.4 -1.1 0.0
C -6.09175 2.95357 -1.35517 0.7 0.9 0.2
C -4.64893 3.07093 -1.91452 -0.2 -1.7 0.5
C -3.79958 1.94883 -1.27663 0.9 0.7 -0.5
C -2.39106 1.82161 -1.92845 -0.5 0.2 1.1
C -1.42789 1.25163 -0.85499 -0.4 -0.8 -0.9
C -0.49124 0.15201 -1.36436 1.3 0.3 0.4
C -0.10267 -0.80216 -0.21627 -0.1 0.6 0.2
C -1.15092 -1.87352 0.09893 -0.1 -0.6 0.7
C -0.56060 -3.18010 0.71496 0.0 1.0 -0.4
C 0.69934 -2.97700 1.56599 0.0 -1.2 -0.2
C 1.08732 -4.35124 2.18564 -0.5 0.5 0.5
C 0.39945 -4.55050 3.55006 0.2 0.6 0.1
C 1.00215 -3.55167 4.58901 0.2 -0.7 -0.5
C 1.74333 -4.26230 5.75249 0.0 1.0 -0.8
C 2.92941 -3.38681 6.24300 -1.2 -0.5 0.8
C 2.48269 -2.46482 7.39927 0.3 0.2 -0.7
O 2.36257 -1.12189 6.90902 0.4 -0.1 0.7
C 2.68850 -0.20554 7.94680 -0.1 0.1 -0.7
O -0.98784 -0.64162 -2.45803 -0.4 -0.4 0.4
C 0.16179 -1.29451 -2.90913 -0.2 3.8 -0.1
O 0.28780 -2.44177 -2.92325 0.2 -3.3 -0.3
C 1.10623 -0.13636 -3.26247 -0.2 -0.7 0.3
C 2.57703 -0.41708 -3.57663 0.2 0.6 0.2
O 2.78074 -1.07503 -4.80502 0.2 -0.3 0.3
C 2.73374 -2.50121 -4.71924 0.0 -0.2 0.1
C 3.86029 -3.18333 -5.51699 -0.9 -0.3 0.0
C 0.74482 0.82612 -2.07586 0.5 -0.3 -1.5
P 2.03068 1.56541 -0.99626 -0.7 1.0 1.4
O 2.99377 2.42578 -2.02531 -0.2 -0.7 -0.2
Cl 3.22225 0.01287 -0.21271 -0.1 0.2 -0.7
H -8.36987 1.23917 -0.54416 0.0 -0.2 0.2
H -9.42075 1.26984 0.87275 0.1 0.0 0.1
H -7.66469 1.63120 1.00331 -0.2 -0.1 0.2
H -9.58956 3.60012 0.79864 -0.1 0.0 -0.3
H -9.17990 3.37579 -0.92898 -0.2 0.0 0.2
H -6.97567 3.78097 1.11575 0.0 0.1 0.0
H -7.93611 5.16799 0.56284 0.0 -0.1 0.2
H -5.95416 5.07524 -0.84405 -0.1 -0.1 0.1
H -7.38037 4.63356 -1.80055 0.1 0.2 0.1
H -6.00998 2.37413 -0.43086 -0.1 0.0 -0.1
H -6.72110 2.37777 -2.03786 0.0 0.1 0.1
H -4.62052 2.87527 -2.98905 0.0 0.6 -0.1
H -4.16261 4.00926 -1.64641 -0.2 0.2 -0.4
H -4.29694 0.97485 -1.33288 -0.1 0.1 0.0
H -3.62421 2.17409 -0.21774 -0.4 0.0 0.0
H -2.50945 1.17649 -2.80073 0.4 0.1 0.0
H -2.02036 2.81437 -2.22321 -0.3 -0.4 -0.2
H -1.96482 0.83249 0.00075 -0.2 0.1 -0.2
H -0.81830 2.07218 -0.46526 0.1 -0.2 0.1
H 0.89967 -1.20636 -0.36543 -0.3 -0.3 -0.3
H -0.01478 -0.17313 0.67994 0.3 0.0 -0.1
H -1.76157 -2.16757 -0.75567 0.2 0.2 -0.1
H -1.84951 -1.47563 0.84514 0.0 0.2 -0.2
H -1.34178 -3.61191 1.34832 0.1 -0.2 -0.1
H -0.36839 -3.86570 -0.11546 0.2 -0.1 0.2
H 1.56149 -2.67112 0.96851 -0.3 0.3 -0.1
H 0.50413 -2.22546 2.33630 0.2 0.0 0.0
H 0.77283 -5.13056 1.48480 0.2 0.0 0.0
H 2.17062 -4.40964 2.32951 -0.1 -0.1 -0.1
H -0.67449 -4.37811 3.42417 0.0 -0.2 0.1
H 0.54976 -5.56850 3.92026 -0.2 0.0 -0.1
H 1.74747 -2.96905 4.04006 -0.1 0.1 0.1
H 0.26032 -2.83471 4.94925 0.1 -0.1 0.1
H 2.12118 -5.22929 5.41150 -0.1 0.0 0.0
H 1.00467 -4.42212 6.54238 0.3 -0.3 0.2
H 3.72036 -4.06598 6.56832 0.1 0.3 0.1
H 3.29325 -2.73483 5.44933 0.1 -0.2 0.0
H 1.49499 -2.74787 7.78328 0.2 -0.2 0.2
H 3.22673 -2.50055 8.20380 -0.2 0.1 0.0
H 3.73795 -0.34052 8.23546 -0.1 0.0 0.2
H 2.57074 0.79498 7.52617 0.0 0.0 0.1
H 2.02255 -0.32932 8.80949 0.1 0.1 0.0
H 0.66672 0.25645 -4.18694 0.1 0.1 0.1
H 3.10300 -0.90605 -2.74931 -0.2 -0.3 -0.1
H 3.06187 0.56104 -3.68301 -0.1 -0.1 0.0
H 2.80885 -2.84354 -3.68206 0.0 0.4 0.1
H 1.73837 -2.81888 -5.04315 0.2 -0.1 -0.2
H 4.28457 -3.97347 -4.89491 0.3 0.2 -0.1
H 3.40937 -3.70291 -6.36653 0.3 0.2 -0.2
H 4.63126 -2.49639 -5.86025 -0.1 0.0 0.1
H 0.27196 1.66863 -2.59854 0.4 0.4 0.5
H 3.37915 3.16024 -1.52617 -0.1 -0.2 -0.1
C 8.89131 -1.52534 0.33416 0.1 0.0 0.3
C 7.61012 -1.42444 1.12802 0.0 0.0 0.1
C 6.34230 -1.15564 0.35317 0.0 -0.1 0.3
O 7.60116 -1.55314 2.33057 0.0 0.0 -0.1
H 9.72084 -1.71953 1.01146 0.0 0.0 0.0
H 8.82258 -2.34480 -0.38326 0.0 0.1 -0.1
H 9.07867 -0.58851 -0.19330 -0.1 -0.1 -0.2
H 6.16534 -1.96040 -0.36283 0.0 0.1 -0.1
H 6.42038 -0.20284 -0.17281 0.0 -0.1 -0.2
H 5.50264 -1.10795 1.04283 0.1 0.0 0.0
C -0.82000 6.48009 -4.17137 -0.3 0.0 0.1
C -0.98662 4.98258 -4.08841 -0.1 -0.1 0.0
C 0.21482 4.13609 -4.43691 -0.2 -0.2 0.1
O -2.03671 4.47969 -3.75747 0.1 0.2 -0.1
H -1.75587 6.96268 -3.89634 0.0 0.0 0.0
H -0.03868 6.80774 -3.48339 0.1 0.0 -0.1
H -0.55949 6.77084 -5.19036 0.2 0.0 0.1
H 1.04183 4.36084 -3.76043 0.1 0.1 -0.1
H 0.51990 4.32610 -5.46708 0.1 0.1 0.1
H -0.04526 3.08326 -4.33715 0.0 0.0 0.0
```
Forces are in eV/Å.

SMILES: CCCCCCCCC[C@@]1(CCCCCCCCCCOC)OC(=O)[C@H](COCC)[C@@H]1P(O)Cl.CC(C)=O.CC(C)=O
HOMO-LUMO gap (eV): 9.297
Energy (hartree): -2623.97667